Here is a molecular structure, C35H43Cl3NO3P2STa from the Open Molecules 2025 dataset. Energies are from ωB97M-V/def2-TZVPD.

Geometry (Å):
Ta -0.692 -0.203 0.051
Cl -5.774 2.919 4.167
C -4.846 1.960 3.079
C -3.469 1.913 3.217
C -2.776 1.140 2.310
Cl -1.043 0.931 2.436
C -3.358 0.419 1.279
O -2.614 -0.354 0.475
C -4.751 0.466 1.202
Cl -5.548 -0.465 -0.009
C -5.487 1.237 2.084
H -2.966 2.459 4.001
H -6.565 1.269 1.998
C -2.356 -2.561 2.860
P -1.303 -2.704 1.386
C -0.068 -3.954 1.873
C -2.355 -3.593 0.181
C -1.644 -3.617 -1.170
P -1.362 -1.939 -1.845
C -0.218 -2.257 -3.212
C -2.972 -1.489 -2.539
H -2.690 -3.545 3.192
H -3.230 -1.952 2.633
H -1.803 -2.089 3.673
H -0.549 -4.872 2.214
H 0.544 -3.558 2.685
H 0.599 -4.187 1.041
H -3.310 -3.066 0.115
H -2.565 -4.608 0.524
H -2.210 -4.180 -1.916
H -0.668 -4.104 -1.087
H -0.608 -3.068 -3.829
H 0.748 -2.553 -2.805
H -0.094 -1.372 -3.828
H -3.218 -2.147 -3.373
H -2.986 -0.453 -2.867
H -3.720 -1.595 -1.754
C 2.902 -0.139 -3.004
C 2.283 0.442 -1.768
O 1.347 -0.156 -1.226
C 2.800 1.712 -1.231
C 2.044 2.443 -0.309
C 2.516 3.645 0.183
C 3.759 4.121 -0.222
C 4.519 3.401 -1.133
C 4.038 2.208 -1.648
H 2.374 -1.040 -3.297
H 3.953 -0.382 -2.832
H 2.873 0.591 -3.816
H 1.063 2.087 -0.024
H 1.910 4.226 0.868
H 4.129 5.062 0.164
H 5.482 3.775 -1.452
H 4.636 1.671 -2.370
C 2.778 0.614 2.824
S 2.507 -0.427 1.406
O 0.957 -0.541 1.365
C 3.045 -2.010 1.960
C 3.015 -2.432 3.285
C 3.444 -3.713 3.589
C 3.890 -4.559 2.579
C 3.916 -4.131 1.258
C 3.498 -2.847 0.944
H 2.250 0.247 3.699
H 2.408 1.598 2.538
H 3.853 0.665 2.999
H 2.667 -1.783 4.077
H 3.437 -4.052 4.616
H 4.228 -5.557 2.827
H 4.278 -4.787 0.478
H 3.532 -2.491 -0.080
C -0.622 1.263 -3.741
C -0.837 2.526 -2.960
C -0.905 3.734 -3.640
C -1.120 4.925 -2.970
C -1.260 4.910 -1.595
C -1.193 3.725 -0.871
C -1.342 3.778 0.619
C -0.988 2.519 -1.562
N -0.885 1.311 -0.860
H -0.371 1.493 -4.776
H -1.525 0.647 -3.761
H 0.178 0.658 -3.319
H -0.791 3.735 -4.717
H -1.170 5.858 -3.514
H -1.422 5.837 -1.060
H -1.310 4.810 0.966
H -0.549 3.231 1.128
H -2.297 3.352 0.937

The frontier orbital gap is 7.13 eV. As for the highest occupied orbital energy: -12.657 eV. Its net charge is +2.

Here is a molecular structure, C35H43Cl5GdN2O4P at a distorted geometry from the Open Molecules 2025 dataset. Energies are from ωB97M-V/def2-TZVPD.

Geometry (Å):
Gd 0.417 -0.393 1.512
Cl 3.660 -0.538 0.856
C 3.186 -2.204 0.948
C 1.897 -2.397 1.442
C 1.537 -3.739 1.594
Cl -0.064 -4.003 2.204
C 2.367 -4.805 1.252
Cl 1.856 -6.439 1.471
C 3.616 -4.537 0.686
Cl 4.631 -5.823 0.154
C 4.044 -3.216 0.540
Cl 5.575 -2.855 -0.163
C 2.722 4.620 1.063
C 2.308 3.225 1.527
C 1.212 3.325 2.588
P 1.649 2.028 0.235
C 2.765 2.239 -1.263
C 2.252 1.216 -2.274
C 4.268 2.103 -1.051
C 0.156 2.861 -0.382
C 0.181 4.113 -0.988
C -0.969 4.740 -1.423
C -0.929 6.103 -2.048
C -2.184 4.078 -1.246
C -2.244 2.837 -0.668
C -1.078 2.176 -0.208
N -1.108 0.967 0.390
C -2.325 0.248 0.352
C -2.798 -0.341 -0.832
C -2.047 -0.155 -2.120
C -3.961 -1.092 -0.788
C -4.673 -1.271 0.390
C -5.935 -2.081 0.393
C -4.213 -0.658 1.547
C -3.062 0.112 1.539
C -2.613 0.890 2.748
H 3.274 5.116 1.862
H 1.847 5.226 0.840
H 3.363 4.593 0.185
H 3.183 2.721 1.962
H 0.323 3.789 2.160
H 1.544 3.923 3.433
H 0.942 2.329 2.958
H 2.567 3.240 -1.653
H 2.377 0.205 -1.879
H 2.788 1.289 -3.218
H 1.192 1.388 -2.461
H 4.556 1.073 -0.870
H 4.615 2.708 -0.218
H 4.781 2.441 -1.950
H 1.120 4.625 -1.133
H 0.095 6.410 -2.250
H -1.380 6.842 -1.384
H -1.486 6.114 -2.984
H -3.097 4.562 -1.568
H -3.199 2.348 -0.532
H -2.376 0.755 -2.624
H -2.216 -0.991 -2.798
H -0.979 -0.056 -1.918
H -4.316 -1.568 -1.693
H -5.830 -2.958 -0.243
H -6.765 -1.486 0.010
H -6.186 -2.408 1.399
H -4.758 -0.784 2.474
H -3.253 0.684 3.603
H -2.650 1.961 2.532
H -1.572 0.649 3.017
C -0.375 -1.483 5.271
O -0.090 -1.028 3.950
C 1.026 -0.062 3.823
O 1.561 0.206 4.880
H -1.185 -2.204 5.194
H -0.676 -0.643 5.903
H 0.508 -1.958 5.706
O -2.173 -3.279 -0.288
C -1.041 -3.009 -0.584
O -0.325 -1.993 -0.246
C -0.214 -3.971 -1.534
N 1.048 -3.237 -1.779
C 1.033 -2.797 -3.188
C 0.240 -3.887 -3.901
C -0.879 -4.172 -2.901
H -0.036 -4.908 -1.006
H 1.884 -3.759 -1.525
H 0.820 -2.395 -1.053
H 2.044 -2.660 -3.566
H 0.492 -1.850 -3.241
H 0.858 -4.775 -4.038
H -0.136 -3.570 -4.872
H -1.283 -5.174 -3.014
H -1.698 -3.463 -3.025

The frontier orbital gap (spin up / spin down) is 6.77 / 4.82 eV. As for the highest occupied orbital energy (spin up / spin down): -6.762 / -6.775 eV. As for the spin multiplicity: 8. The expectation value of S² is 16.0547.

Energy: -4158.10817 -5177.96622 (a.u.)
Energy relative to the best compared isomer or geometry (same formula, charge and spin): 0.889 0.654 (eV)
M: 907.05 921.23 (g/mol)